Model A:
Density functional theory data (ωB97M-V with the def2-TZVPD basis set) for a structure of composition C10H27CeClIOP2.

Summary:
LUMO level (alpha / beta) ... -10.426 / -10.391 eV
HOMO (alpha / beta) ... -15.1 / -15.2 eV
Net charge ... +2
2S+1 ... 2
HOMO-LUMO gap (alpha / beta) ... 4.676 / 4.806 eV

Each line ends with the Löwdin charge.
Cartesian coordinates (Å):
C: 1.6359 -2.8125 0.0505  -0.410
H: 2.0890 0.9658 0.7411  0.074
C: -1.9627 -0.1154 3.6013  -0.233
C: 0.8064 -1.1852 -3.7428  -0.225
H: -2.6706 0.4598 2.9920  0.054
H: 3.2894 -2.8010 -1.3543  0.110
H: 0.5452 -2.1834 -3.3617  0.050
H: -2.2032 -1.1737 3.4765  0.063
H: -0.0490 1.4222 -4.8777  0.076
H: 0.6204 -1.1257 -4.8311  0.081
H: -0.0340 -4.1402 -0.0107  -0.051
P: -0.2631 0.1978 3.0310  0.741
H: -2.0398 0.1762 4.6532  0.074
C: 0.1658 1.7797 3.8471  -0.227
I: -1.9378 -2.7340 -0.5615  0.578
P: -0.2299 0.0489 -2.8632  0.791
C: 0.9253 -4.0132 0.5445  -0.051
H: 1.1390 2.0477 -0.2975  0.076
H: 1.2482 1.9591 3.7843  0.061
H: -0.2792 2.4153 -3.3910  0.060
H: 0.6674 -3.8749 1.6010  0.111
H: -2.1230 -1.3373 -3.3703  0.015
H: 3.7452 -2.4325 0.3113  0.116
C: -1.8722 -0.2931 -3.5603  -0.251
H: -0.3231 2.6071 3.3119  0.058
C: 0.7813 -1.0154 3.9331  -0.226
H: -1.8608 -0.0719 -4.6307  0.073
H: -2.6069 0.3293 -3.0430  0.057
C: 1.5291 0.9982 -0.2126  -0.083
H: 0.5915 -0.9475 5.0207  0.079
H: 1.8696 -0.9786 -3.5261  0.058
H: 3.2831 -4.1121 -0.1254  0.099
H: 0.5406 -2.0266 3.5560  0.046
H: 1.3172 1.7192 -3.7446  0.059
H: 1.8449 -0.8041 3.7054  0.062
C: 0.2353 1.5428 -3.8188  -0.227
H: 1.5671 -4.8966 0.3787  0.105
C: 3.0691 -3.0427 -0.3060  0.027
Cl: -2.1070 2.1169 0.0022  0.124
O: 1.1400 -1.6700 -0.0500  -0.211
Ce: -0.6197 0.0320 0.1525  0.080
H: 2.2759 0.8954 -0.9994  0.063
H: -0.1554 1.7765 4.9001  0.075



Model B:
Density functional theory data (ωB97M-V with the def2-TZVPD basis set) for a structure of composition C10H27CeClIOP2.

Summary:
LUMO level (alpha / beta) ... -8.446 / -8.280 eV
HOMO (alpha / beta) ... -12.6 / -12.6 eV
Net charge ... +2
2S+1 ... 2
HOMO-LUMO gap (alpha / beta) ... 4.168 / 4.335 eV

Each line ends with the Löwdin charge.
Cartesian coordinates (Å):
H: -0.2561 -0.5940 2.4897  0.140
C: -2.0822 0.2623 0.5888  -0.649
H: 0.2945 3.6323 2.2282  0.067
H: -3.8967 1.2442 0.1427  0.097
C: 1.7990 3.6847 -1.2951  -0.309
C: -0.5572 -1.1098 1.5220  -0.137
I: -2.8359 -1.4400 -1.0123  1.020
H: 2.7761 3.1337 2.2937  0.073
H: 3.7785 2.5101 0.9523  0.051
H: 2.5301 3.1349 -1.9490  0.015
H: -2.6087 -1.3064 1.8472  0.073
H: -1.2036 -4.5649 -0.9646  0.059
H: 3.3302 4.2609 0.9997  0.076
H: 1.2103 -4.9001 -1.0026  0.058
H: 1.1185 -4.2304 0.6874  0.057
H: 0.3541 -1.4766 1.0793  0.012
P: 1.4980 2.7771 0.2987  0.756
H: -0.4987 -2.4081 -3.2524  0.030
H: -1.1917 -2.0274 1.5916  0.087
C: 0.3238 -2.9924 -2.7772  -0.297
H: -2.5606 2.3430 0.2114  0.074
C: 1.4277 -4.0241 -0.3657  -0.264
H: -2.6953 1.3188 -1.2194  0.038
H: 1.3131 -2.6733 -3.1720  0.036
P: 0.3583 -2.5992 -0.9590  0.776
H: -1.9565 0.0965 2.6763  0.104
H: 0.6524 4.9970 1.1104  0.087
H: -2.2202 -3.1938 -0.6633  -0.210
H: -1.1993 -3.7205 0.7044  0.034
C: -1.1161 -3.6371 -0.3801  -0.442
H: 0.8425 3.8429 -1.8253  0.078
O: -0.7826 -0.0938 0.4479  -0.294
H: -3.6194 0.1349 2.0614  0.112
C: -2.6206 -0.2065 1.8659  -0.112
Ce: 1.6755 0.8898 -1.8142  0.978
C: 0.3366 3.9323 1.1700  -0.213
H: 2.4689 -3.6880 -0.4194  0.032
C: 3.0089 3.2365 1.2224  -0.230
C: -2.8447 1.3456 -0.1365  -0.148
Cl: 3.9182 -0.2914 -1.8125  0.098
H: 0.1727 -4.0831 -2.8714  0.054
H: 2.2250 4.6668 -1.0383  0.096
H: -0.6671 3.8164 0.7387  0.036



Of them, model B has the lowest stability.



Model A:
Density functional theory data (ωB97M-V with the def2-TZVPD basis set) for the molecule C2H4NPS.

Summary:
LUMO level ... -0.381 eV
HOMO ... -8.7 eV
Net charge ... 0
2S+1 ... 1
SMILES string ... S=PN1CC1
HOMO-LUMO gap ... 8.306 eV

Each line ends with the natural charge from an NBO analysis.
Cartesian coordinates (Å):
C: -0.7965 0.1361 -0.3398  -0.221
N: 0.3401 0.1094 0.5813  -0.794
S: 0.0672 -1.7727 2.6659  -0.495
H: 0.9071 -0.0755 -1.6961  0.225
C: 0.4399 0.6537 -0.9997  -0.224
H: -1.4478 0.8260 -0.0411  0.195
H: 0.5553 1.6932 -0.9159  0.222
P: 1.2955 -0.9000 1.4608  0.886
H: -1.3607 -0.6702 -0.7156  0.208



Model B:
Density functional theory data (ωB97M-V with the def2-TZVPD basis set) for the molecule C2H4NPS.

Summary:
LUMO level ... -0.249 eV
HOMO ... -8.7 eV
Net charge ... 0
2S+1 ... 1
SMILES string ... S=PN1CC1
HOMO-LUMO gap ... 8.485 eV

Each line ends with the natural charge from an NBO analysis.
Cartesian coordinates (Å):
H: 0.5535 -0.7006 1.1299  0.219
H: -0.5852 0.9370 -1.1386  0.219
H: -0.3846 1.2106 0.7159  0.206
N: -1.3087 -0.5028 0.1114  -0.785
H: 0.5302 -1.2525 -0.7163  0.218
P: -2.8837 -0.9273 -0.1330  0.886
S: -3.9447 0.6922 0.0772  -0.519
C: -0.3790 0.6217 -0.1043  -0.223
C: 0.1379 -0.7561 0.1347  -0.220



Of them, model A has the lowest stability.



Model A:
Density functional theory data (ωB97M-V with the def2-TZVPD basis set) for the ion C4H8N3O2 with charge +1.

Summary:
LUMO level ... -5.340 eV
HOMO ... -15.6 eV
Net charge ... +1
2S+1 ... 1
SMILES string ... CC1(C)NC(=O)N[N+]1=O
HOMO-LUMO gap ... 10.268 eV

Each line ends with the natural charge from an NBO analysis.
Cartesian coordinates (Å):
O: 2.2687 -0.5827 -0.2748  -0.209
C: -0.8674 0.0364 -1.7894  0.816
N: 0.6220 -0.4751 -1.8070  -0.396
C: -0.1673 0.0808 0.5097  0.396
N: 1.1624 -0.3992 -0.6379  0.412
H: 0.6501 2.0506 0.3617  0.240
H: -0.3114 -1.2523 2.2667  0.264
C: -0.6442 -1.1651 1.2247  -0.706
H: -0.4129 -2.1034 0.6950  0.266
H: 0.2308 1.6098 2.0287  0.264
H: -1.7706 1.1766 -0.3052  0.466
N: -1.0814 0.4572 -0.4849  -0.688
H: 1.6768 1.0623 1.2661  0.273
H: 1.1982 -0.5095 -2.6545  0.456
H: -1.7026 -1.2989 1.3240  0.275
C: 0.6268 1.2628 1.0802  -0.681
O: -1.4778 0.0497 -2.8031  -0.447



Model B:
Density functional theory data (ωB97M-V with the def2-TZVPD basis set) for a structure of composition C4H8N3O2.

Summary:
LUMO level ... -4.825 eV
HOMO ... -14.0 eV
Net charge ... +1
2S+1 ... 1
HOMO-LUMO gap ... 9.163 eV

Each line ends with the natural charge from an NBO analysis.
Cartesian coordinates (Å):
H: -2.0252 -0.7292 -0.6731  0.246
H: 0.5088 -3.0259 -0.3262  0.399
H: -1.6530 -2.4928 -0.6629  0.232
C: -0.3341 1.8520 -0.1655  -0.003
N: 0.4339 2.8050 0.3193  -0.756
H: -1.3034 1.8645 0.0863  0.206
H: 0.1613 3.3596 1.1921  0.414
O: 2.5597 0.6328 0.0022  -0.505
N: 0.6696 -2.2212 0.1682  -0.104
C: 1.7087 -0.2264 0.0158  0.668
N: -0.3078 -1.2093 0.1368  -0.113
H: -0.1788 1.6950 -1.1591  0.194
C: -1.6980 -1.5630 -0.1405  -0.408
H: 1.4834 2.7372 0.2483  0.436
H: -2.1238 -1.8728 0.8680  0.261
C: 0.2424 -0.0331 0.1092  0.104
O: 1.8562 -1.5727 -0.0190  -0.270



Model C:
Density functional theory data (ωB97M-V with the def2-TZVPD basis set) for a cluster of 2 separate species, C4H8N3O2 in total.

Summary:
LUMO level ... -4.186 eV
HOMO ... -13.1 eV
Net charge ... +1
2S+1 ... 1
HOMO-LUMO gap ... 8.903 eV

Each line ends with the natural charge from an NBO analysis.
Cartesian coordinates (Å):
C: 3.9017 0.0005 0.1318  -0.206
H: -3.6955 -0.9419 0.1141  0.423
O: 0.9533 -1.4336 0.4725  -0.407
H: 4.3312 -0.9336 0.6951  0.254
N: -2.9526 -0.5686 0.6400  -0.779
C: 2.6313 0.3234 -0.1902  -0.409
H: 2.2685 1.1737 -0.7185  0.272
H: -0.6376 0.0849 -1.6147  0.454
O: 0.1758 0.9855 0.2140  -0.531
H: -2.8811 -0.7854 1.6580  0.432
H: -1.2802 0.6678 1.6692  0.376
C: 1.4728 -0.4362 0.2585  0.847
N: -0.9925 0.5990 0.7330  -0.247
N: -1.6058 -0.1620 -1.2633  -0.784
C: -1.8861 -0.0698 0.0205  0.622
H: -2.2539 -0.6955 -1.9828  0.438
H: 4.6699 0.8272 -0.0139  0.244



Of them, model B has the lowest stability.



Model A:
Density functional theory data (ωB97M-V with the def2-TZVPD basis set) for the ion C9H12N3O with charge +1.

Summary:
LUMO level ... -3.337 eV
HOMO ... -13.0 eV
Net charge ... +1
2S+1 ... 1
SMILES string ... CN1C(=O)[N+](C)(C)c2ncccc21
HOMO-LUMO gap ... 9.703 eV

Each line ends with the natural charge from an NBO analysis.
Cartesian coordinates (Å):
N: 0.5995 0.8206 -0.9217  -0.280
C: -0.8278 -1.7357 1.2876  -0.210
O: -0.3036 2.7872 -0.1027  -0.490
H: 2.5835 0.6046 -0.1893  0.250
C: -0.5559 -0.5166 0.5811  0.126
H: 0.0295 -3.7701 1.4777  0.257
H: 1.9343 2.1432 -0.1039  0.250
H: 2.4850 1.6243 -1.5601  0.242
N: -1.1334 0.7166 0.6989  -0.412
H: -1.4733 0.3836 2.7110  0.220
H: -3.0005 0.4647 1.7191  0.235
C: -0.0669 -2.7867 0.8728  -0.203
C: 0.7859 -2.7226 -0.2204  0.030
C: 0.4423 -0.5448 -0.3794  0.293
C: 1.9558 1.3346 -0.7631  -0.418
H: -2.0457 1.9571 1.9971  0.246
C: -0.3941 1.6042 -0.1318  0.823
C: -1.9752 0.9155 1.8361  -0.412
H: 0.7171 0.2284 -2.9089  0.261
H: -1.0063 0.5644 -2.1430  0.232
N: 1.1188 -1.5724 -0.7841  -0.378
C: 0.0547 0.9189 -2.2897  -0.396
H: -1.4601 -1.8204 2.2485  0.265
H: 0.0703 1.9366 -2.5684  0.246
H: 1.4665 -3.5352 -0.3634  0.222



Model B:
Density functional theory data (ωB97M-V with the def2-TZVPD basis set) for the ion C9H12N3O with charge +1.

Summary:
LUMO level ... -3.937 eV
HOMO ... -12.5 eV
Net charge ... +1
2S+1 ... 1
SMILES string ... CON[N+]1=CNCc2ccccc21
HOMO-LUMO gap ... 8.605 eV

Each line ends with the natural charge from an NBO analysis.
Cartesian coordinates (Å):
C: 1.1086 -1.5642 -2.2775  -0.181
H: 0.7854 -2.1680 -0.2541  0.227
H: -0.1435 2.7684 -0.5991  0.222
C: 0.7351 -1.3083 -0.9733  -0.226
H: 1.2495 -0.7661 -4.2995  0.244
H: -0.4223 -2.1579 3.4987  0.197
C: 0.1486 -0.1065 -0.6446  0.159
H: 1.5463 -2.4788 -2.4638  0.233
C: -0.0381 0.9531 -1.6184  -0.054
H: -1.3064 2.6559 -2.0638  0.259
C: 0.2741 -1.2795 3.7918  -0.330
C: 0.3866 0.6618 -2.9019  -0.184
C: -0.8472 2.1052 -1.1662  -0.257
H: -2.5116 2.2495 0.0580  0.422
H: 0.0720 1.3984 -3.6722  0.233
N: -1.7943 1.6311 -0.1901  -0.508
H: 1.2511 -1.8513 3.9615  0.206
C: -1.3894 0.9173 0.8606  0.365
C: 0.9351 -0.5549 -3.2112  -0.173
H: -0.0685 -1.0099 4.8026  0.238
O: 0.2484 -0.0771 3.1045  -0.349
H: 1.1893 -0.9929 1.8151  0.353
N: 0.8079 -0.0269 1.8727  -0.056
N: -0.3263 0.0874 0.6874  -0.299
H: -1.8905 0.9143 1.8827  0.258



Of them, model B has the lowest stability.